82
Properties=species:S:1:pos:R:3:forces:R:3:nbo_charge:R:1 method="wB97M-V/def2-TZVPD" orbital_gap_ev=5.490 charge=-2
Y -0.498494 0.512705 0.096651 -0.41 -0.88 -0.36 1.87
Br -1.152634 -4.706117 1.177077 0.17 -0.09 -0.05 0.02
C 0.634938 -4.026791 1.062051 -0.14 0.10 0.03 0.20
C 1.622924 -4.870720 0.581215 -0.07 -0.07 -0.01 -0.30
C 2.910052 -4.369802 0.563325 0.20 0.05 -0.01 -0.16
C 3.144083 -3.078278 1.003508 -0.12 0.07 0.02 -0.24
C 2.061288 -2.305431 1.400730 -0.01 0.06 0.09 0.16
N 0.814197 -2.788057 1.444714 0.07 -0.02 0.04 -0.42
C 2.283465 -0.833095 1.752985 -0.27 -0.04 -0.24 0.77
O 3.239882 -0.553469 2.481150 -0.01 -0.09 -0.13 -0.70
O 1.471041 -0.037085 1.190671 0.34 0.10 0.39 -0.81
H 1.384022 -5.866915 0.239650 -0.01 0.01 0.01 0.22
H 3.728483 -4.982157 0.203276 -0.02 -0.02 -0.01 0.20
H 4.130640 -2.639146 1.028562 0.04 -0.03 -0.02 0.23
C 1.066517 1.389271 5.047039 0.04 -0.03 0.05 -0.17
C 1.113940 2.416175 4.122689 -0.04 0.04 -0.08 -0.26
C 0.395632 2.287721 2.943710 0.00 -0.03 0.21 0.08
N -0.351264 1.219132 2.664383 0.20 0.06 -0.11 -0.47
C -0.390794 0.236007 3.559744 -0.16 -0.02 0.03 0.07
C 0.296109 0.276784 4.761835 -0.06 -0.05 -0.02 -0.26
H 1.635392 1.444443 5.967445 0.00 0.01 0.00 0.20
H 1.715096 3.299390 4.288670 0.02 0.01 0.00 0.21
H 0.433145 3.054825 2.183116 0.05 0.04 -0.01 0.24
H -0.988439 -0.624365 3.289918 0.02 -0.04 -0.05 0.22
H 0.235388 -0.565187 5.437768 0.01 0.01 0.03 0.21
N 1.031842 3.773770 -0.382177 0.04 0.09 0.02 -0.56
C 0.515341 2.741423 -0.262167 0.27 0.37 -0.02 -0.21
C 4.663344 4.314273 -0.021382 0.01 0.00 -0.03 -0.62
C 4.953709 3.004300 0.708117 0.21 0.09 -0.07 -0.21
C 3.816706 2.644614 1.645694 0.00 0.00 0.13 -0.64
C 5.292779 1.877759 -0.268572 -0.11 -0.08 -0.17 -0.20
N 4.342487 1.703032 -1.366624 0.01 -0.21 0.20 -0.20
C 3.256902 0.927100 -1.487864 -0.07 0.01 -0.20 0.17
N 2.799101 1.039464 -2.717054 0.08 -0.04 0.27 -0.30
N 3.628570 1.895535 -3.337551 0.05 0.07 -0.13 -0.08
N 4.558255 2.293200 -2.547908 0.08 0.14 -0.08 -0.10
H 4.649445 5.138757 0.692605 -0.03 0.04 0.04 0.20
H 3.681880 4.275196 -0.496285 -0.03 0.00 0.00 0.25
H 5.405588 4.538699 -0.790759 0.05 -0.03 0.01 0.20
H 5.871589 3.127553 1.302224 -0.03 -0.01 -0.04 0.18
H 2.886605 2.537441 1.095519 -0.18 -0.05 -0.09 0.25
H 3.669298 3.452885 2.364957 -0.03 0.05 0.04 0.19
H 3.990473 1.718459 2.192972 0.01 -0.04 -0.02 0.24
H 5.366307 0.921169 0.252808 -0.06 0.04 0.03 0.22
H 6.246140 2.077880 -0.760096 -0.01 0.01 0.04 0.21
H 2.841178 0.299054 -0.716019 -0.04 0.08 0.10 0.26
C -3.735971 3.183841 3.882842 0.02 0.01 0.04 -0.28
C -2.702543 3.772716 3.167514 0.02 0.01 -0.05 -0.21
C -2.370225 3.312987 1.902214 -0.11 0.09 -0.04 -0.25
C -3.046070 2.239732 1.312168 0.30 0.20 -0.08 0.18
C -4.102612 1.669439 2.038630 0.07 -0.09 0.02 -0.21
C -4.433735 2.129207 3.300250 -0.05 -0.03 0.02 -0.24
N -2.619448 1.754955 0.071391 -0.43 -0.19 -0.04 -0.80
C -3.609231 1.663503 -0.885490 0.15 0.09 -0.01 0.28
C -4.838460 2.360273 -0.812304 -0.01 0.06 0.03 -0.32
C -5.786375 2.284065 -1.819321 -0.08 0.03 0.01 -0.21
C -5.574730 1.519115 -2.956959 0.04 -0.01 0.00 -0.32
C -4.362219 0.840407 -3.054037 0.01 -0.02 -0.01 -0.19
C -3.407657 0.908187 -2.059005 -0.02 -0.09 -0.15 -0.27
H -3.991313 3.533061 4.876433 -0.01 0.00 0.00 0.19
H -2.141595 4.599258 3.591086 -0.02 0.00 0.04 0.19
H -1.571842 3.771962 1.332175 0.02 0.03 -0.01 0.23
H -4.639811 0.838263 1.598488 -0.03 0.01 -0.01 0.21
H -5.242765 1.647936 3.840108 0.00 0.02 0.03 0.19
H -5.043701 2.989760 0.043694 0.01 0.00 -0.01 0.20
H -6.708763 2.847189 -1.706909 0.00 -0.01 -0.01 0.18
H -6.318012 1.457672 -3.742491 -0.02 0.00 0.00 0.18
H -4.146168 0.229719 -3.924460 -0.03 0.01 -0.02 0.19
H -2.492355 0.353812 -2.198611 0.00 0.03 0.09 0.24
Cl -0.403265 -3.102401 -3.472563 0.04 0.12 0.01 -0.03
C 0.667347 -1.665970 -3.462776 0.04 -0.29 -0.33 -0.27
Cl 2.359100 -2.178023 -3.641321 -0.06 -0.01 0.05 -0.03
C 0.407085 -0.886386 -2.181194 -0.28 0.25 0.24 0.76
O 0.882119 -1.261939 -1.099516 0.25 -0.29 0.03 -0.73
O -0.358662 0.097282 -2.290251 -0.10 0.30 -0.25 -0.74
H 0.400541 -1.068105 -4.326086 0.07 0.01 0.05 0.24
C -2.937356 -1.741053 1.900450 -0.29 -0.14 -0.17 -0.75
C -2.140662 -1.133177 0.757941 0.06 -0.19 0.16 0.08
O -2.380849 -1.517368 -0.400812 0.37 0.37 0.50 -0.65
H -3.793308 -2.334712 1.550789 0.03 0.00 -0.01 0.19
H -3.278512 -0.952907 2.574584 0.01 0.04 0.02 0.21
H -2.260257 -2.392623 2.457857 0.01 0.02 0.06 0.22

---

16
Properties=species:S:1:pos:R:3:forces:R:3:mulliken_spin:R:1 method="wB97M-V/def2-TZVPD" e_above_lowest_kj_mol=49.2 orbital_gap_ev="10.641 / 8.072" multiplicity=2
C -0.532030 1.204022 1.304640 -0.06 0.01 -1.33 0.00
O 0.185912 1.529654 2.368430 0.31 0.18 0.37 0.82
C 0.328069 0.271867 0.316689 0.00 -1.10 0.95 0.12
C -0.654190 -0.523020 -0.568653 0.43 -0.18 0.73 0.01
C -0.101649 -0.658228 -1.975213 -0.19 0.33 -0.01 0.01
N 1.201364 -0.675265 1.051133 0.00 0.57 -0.13 0.00
H -0.737969 2.059327 0.640279 -0.10 0.16 0.15 0.04
H -1.465047 0.668716 1.494931 -0.09 -0.18 0.39 0.00
H 0.971134 0.872607 -0.297871 0.21 0.57 -0.21 -0.01
H -1.663480 -0.124278 -0.448692 0.00 0.13 -0.61 0.00
H -0.667813 -1.518296 -0.120284 -0.22 -0.02 0.04 0.00
H 0.029409 0.324185 -2.432925 -0.14 -0.02 -0.15 0.00
H 0.886724 -1.105584 -1.914169 0.11 -0.17 -0.03 0.00
H -0.727736 -1.280515 -2.612792 -0.01 0.04 -0.04 0.00
H 0.831874 -0.789035 1.987689 -0.10 -0.31 -0.01 0.01
H 2.115430 -0.256160 1.206808 -0.16 0.00 -0.11 0.00

---

30
Properties=species:S:1:pos:R:3:forces:R:3:nbo_charge:R:1 method="wB97M-V/def2-TZVPD" e_above_lowest_kj_mol=137.5 orbital_gap_ev=8.587 smiles=CNCCC[C@H](C)N.O.O
C 2.440978 0.457417 -1.504890 -1.09 -0.02 -0.69 -0.62
C 1.217309 0.302125 -0.577068 1.45 0.13 -0.44 -0.04
C 0.408313 -0.924138 -1.013627 -0.41 -0.74 0.98 -0.43
C -1.035691 -0.559272 -1.370750 -0.52 0.22 0.81 -0.41
C -1.845694 0.066048 -0.164587 1.90 -0.26 -0.28 -0.21
N -1.385795 -0.488144 1.079417 -0.98 0.21 0.18 -0.69
C -2.032109 -1.684872 1.561982 -0.47 0.53 -0.14 -0.41
N 1.664681 0.244911 0.847060 0.42 0.06 -0.32 -0.85
H 3.010733 -0.471983 -1.503591 0.27 0.12 0.17 0.21
H 3.053303 1.337055 -1.321787 0.13 -0.06 0.29 0.21
H 2.044836 0.559994 -2.523809 0.22 0.01 0.00 0.21
H 0.607553 1.197988 -0.669522 -0.17 0.03 0.15 0.16
H 0.829295 -1.541434 -1.810334 0.35 0.70 -0.41 0.22
H 0.493329 -1.634572 -0.179121 -0.60 0.18 0.07 0.23
H -0.975736 0.177854 -2.177661 -0.37 -0.23 -0.26 0.19
H -1.633977 -1.422029 -1.656224 0.38 -0.19 -0.57 0.21
H -1.662147 1.143643 -0.179644 -0.32 0.06 0.16 0.18
H -2.906637 -0.138179 -0.284870 -0.12 0.17 -0.04 0.20
H -0.514232 -0.164909 1.451395 0.28 -0.44 -0.27 0.40
H -2.145550 -2.527574 0.858749 0.66 0.15 -0.13 0.17
H -1.531399 -2.027315 2.463484 -0.17 -0.12 0.07 0.22
H -3.073153 -1.396873 1.753676 -0.06 -0.31 0.54 0.17
H 2.132287 1.126628 1.060279 -0.40 0.22 -0.08 0.35
H 2.488912 -0.355582 0.827274 -0.29 -0.49 0.26 0.35
H 0.946039 -0.014185 3.257042 0.50 -0.39 0.19 0.47
H -0.472468 -0.179171 3.417192 -0.43 -0.33 0.49 0.46
O 0.339167 -0.515410 3.822941 -0.12 0.71 -0.65 -0.93
H -0.006193 2.366593 -1.914288 -0.07 0.30 0.00 0.46
H -0.212075 3.799501 -1.375353 0.02 -0.08 0.10 0.47
O -0.243877 3.265886 -2.173365 0.00 -0.13 -0.19 -0.93

---

11
Properties=species:S:1:pos:R:3:forces:R:3:nbo_charge:R:1 method="wB97M-V/def2-TZVPD" e_above_lowest_kj_mol=292.9 orbital_gap_ev=7.688
C 1.348572 1.459048 -0.156035 -0.27 0.89 0.75 -0.49
C 0.919262 0.268281 -0.412768 2.40 -1.85 1.33 0.13
C 2.807301 -0.942006 0.111418 -2.24 0.92 -0.96 -0.43
C -0.262383 -0.572199 -0.447413 1.06 0.80 -1.42 -0.71
S 2.527809 -2.474607 0.463687 0.44 0.65 -0.20 0.09
S 3.008240 1.938398 -0.077207 1.23 0.76 0.11 0.16
S 4.126579 0.153735 0.000404 -1.50 -0.45 0.11 0.27
H 0.777243 2.331819 0.249545 0.07 -0.65 -0.88 0.26
H -0.875442 -0.326653 -1.285868 -0.51 0.09 -0.66 0.24
H -0.830442 -0.601904 0.405254 -1.44 0.64 2.36 0.23
H 0.025932 -1.578444 -0.509083 0.77 -1.80 -0.56 0.25

---

Energy list, top to bottom, in Ha: -5623.9201, -288.3083, -500.5536, -1349.2424